C25H31F5N2PS2V as an isolated structure. Source: the Open Molecules 2025 dataset; level of theory: wB97M-V/def2-TZVPD.

Geometry as ORCA input:
```
! RIJCOSX wB97M-V def2-TZVPD def2/J DEFGRID3
* xyz 2 3
V 0.595 -0.475 -0.741
F -0.571 -2.844 5.514
C -0.535 -2.755 4.199
C -0.074 -1.600 3.595
F 0.338 -0.569 4.325
C -0.048 -1.552 2.223
F 0.416 -0.413 1.633
C -0.450 -2.585 1.408
S -0.332 -2.481 -0.352
C -0.906 -3.729 2.040
F -1.297 -4.770 1.322
C -0.952 -3.819 3.419
F -1.384 -4.924 3.996
C 0.592 -1.011 -5.472
C 1.782 -0.719 -4.821
C 1.772 -0.559 -3.455
N 0.638 -0.668 -2.717
C -0.519 -0.946 -3.370
C -0.575 -1.126 -4.731
H 0.574 -1.150 -6.547
H 2.714 -0.622 -5.361
H 2.686 -0.342 -2.926
H -1.413 -1.030 -2.767
H -1.524 -1.350 -5.201
C 0.298 2.931 -2.553
C -1.039 2.322 -2.105
C -2.185 3.332 -2.220
P -0.881 1.471 -0.475
C -0.245 2.603 0.839
C -1.032 3.912 0.975
C 1.263 2.882 0.782
C -2.607 1.081 0.023
C -3.280 0.151 -0.990
C -2.712 0.518 1.440
H 0.269 3.143 -3.623
H 1.158 2.280 -2.372
H 0.486 3.876 -2.042
H -1.268 1.496 -2.778
H -2.089 4.152 -1.511
H -3.165 2.873 -2.087
H -2.167 3.765 -3.224
H -0.430 2.007 1.735
H -0.779 4.610 0.176
H -0.758 4.390 1.917
H -2.113 3.770 0.984
H 1.511 3.598 0.001
H 1.868 1.989 0.627
H 1.576 3.323 1.731
H -3.108 2.048 -0.012
H -2.799 -0.829 -1.000
H -3.285 0.559 -2.004
H -4.322 -0.006 -0.702
H -2.286 -0.488 1.495
H -3.767 0.436 1.710
H -2.233 1.148 2.193
S 2.850 -0.652 -0.273
C 3.042 -1.520 1.241
N 2.876 -2.858 1.230
C 3.033 -3.654 2.306
C 3.385 -3.102 3.506
C 3.581 -1.726 3.565
C 3.414 -0.938 2.437
H 2.601 -3.272 0.348
H 2.865 -4.712 2.154
H 3.515 -3.735 4.374
H 3.867 -1.264 4.503
H 3.565 0.131 2.465
*
```

* Kohn-Sham gap (alpha / beta): 7.38 / 8.11 eV
* HOMO level (alpha / beta): -14.360 / -14.506 eV
* <S²>: 2.034

Atomic partial charges in e from the Löwdin method, atoms 1 to 2: V 0.306; F 0.176



One molecule with the formula C8H9ClO2S2. Source: the Open Molecules 2025 dataset; level of theory: wB97M-V/def2-TZVPD.

Geometry as ORCA input:
```
! RIJCOSX wB97M-V def2-TZVPD def2/J DEFGRID3
* xyz 0 1
O -0.562 -2.119 -2.939
Cl 1.408 3.106 4.197
O 0.691 -0.302 -2.540
S -0.662 1.711 2.309
S -1.352 0.769 -0.486
C -0.254 -1.200 -2.211
C 0.909 2.506 2.627
C -0.197 1.503 0.614
C 1.683 2.578 1.530
C 1.063 2.033 0.346
C 0.295 -1.427 0.216
C -2.038 -1.858 -0.469
C -0.806 -0.997 -0.775
H 0.896 -0.522 -3.452
H 2.690 2.961 1.599
H 1.436 2.123 -0.667
H 0.561 -2.482 0.122
H 1.204 -0.832 0.010
H 0.032 -1.246 1.280
H -1.886 -2.880 -0.881
H -2.211 -1.929 0.577
H -2.898 -1.496 -1.007
*
```

* structure (SMILES): CC(C)(Sc1ccc(Cl)s1)C(=O)O
* Kohn-Sham gap: 9.20 eV
* HOMO level: -8.851 eV

Atomic partial charges in e from the Löwdin method, atoms 1 to 2: O 0.110; Cl 0.602



A 2-piece molecular cluster, C4H14N2O overall. Source: the Open Molecules 2025 dataset; level of theory: wB97M-V/def2-TZVPD.

Geometry as ORCA input:
```
! RIJCOSX wB97M-V def2-TZVPD def2/J DEFGRID3
* xyz 0 1
C 2.120 -0.397 0.583
C 0.666 -1.106 0.625
C -0.705 -0.617 0.095
C -0.639 -0.139 -1.460
N -1.571 0.899 -1.740
N 2.346 0.805 -0.173
H 2.606 -0.393 1.557
H 2.640 -1.243 0.104
H 0.775 -1.963 -0.056
H 0.557 -1.567 1.610
H -1.108 0.238 0.612
H -1.394 -1.450 0.003
H 0.409 0.028 -1.555
H -0.842 -1.075 -1.983
H -1.310 1.778 -1.323
H -1.979 0.976 -2.660
H 1.911 0.818 -1.075
H 2.073 1.598 0.392
H -1.735 1.552 1.921
H -2.484 0.211 2.011
O -2.338 1.046 2.510
*
```

* structure (SMILES): NCCCCN.O
* Kohn-Sham gap: 9.64 eV
* HOMO level: -8.921 eV

Atomic partial charges in e from the Löwdin method, atoms 1 to 2: C -0.266; C -0.171



An isolated ion of composition C3H8NO and charge +1. Source: the Open Molecules 2025 dataset; level of theory: wB97M-V/def2-TZVPD.

Geometry as ORCA input:
```
! RIJCOSX wB97M-V def2-TZVPD def2/J DEFGRID3
* xyz 1 1
C -0.527 -0.999 -1.432
C 0.217 -1.069 -0.347
C 0.493 -0.013 0.643
N -0.691 0.936 0.989
O 1.620 0.792 0.124
H -0.455 -1.892 -2.162
H -1.106 -0.135 -1.600
H 1.103 -1.828 -0.256
H 0.715 -0.369 1.628
H -1.079 1.221 0.111
H -1.370 0.561 1.652
H -0.214 1.689 1.436
H 1.295 1.106 -0.788
*
```

* structure (SMILES): C=C[C@H]([NH3+])O
* Kohn-Sham gap: 11.06 eV
* HOMO level: -14.971 eV

Atomic partial charges in e from the Löwdin method, atoms 1 to 2: C 0.052; C -0.141



C24H26BrN4O5STi as an isolated structure. Source: the Open Molecules 2025 dataset; level of theory: wB97M-V/def2-TZVPD.

Geometry as ORCA input:
```
! RIJCOSX wB97M-V def2-TZVPD def2/J DEFGRID3
* xyz 1 1
Ti 0.597 0.250 -0.883
Br 0.881 -5.954 2.605
C 1.227 -4.487 1.517
C 1.387 -4.650 0.125
C 1.610 -3.556 -0.673
C 1.605 -2.274 -0.149
O 1.709 -1.226 -1.010
C 1.446 -2.105 1.248
C 1.648 -0.833 1.898
N 1.354 0.231 1.296
C 1.847 1.512 1.682
C 1.930 1.977 2.938
C 2.409 3.308 3.147
C 2.894 4.052 2.076
C 2.883 3.552 0.725
C 3.532 4.146 -0.354
C 3.442 3.626 -1.582
C 2.713 2.447 -1.724
N 2.227 1.762 -0.713
C 2.270 2.351 0.526
C 1.374 -3.241 2.066
H 1.432 -5.689 -0.187
H 1.666 -3.765 -1.725
H 2.165 -0.782 2.826
H 1.551 1.302 3.718
H 2.507 3.762 4.090
H 3.289 5.039 2.184
H 4.033 5.070 -0.170
H 3.856 4.101 -2.469
H 2.733 2.044 -2.735
H 1.286 -3.130 3.160
N -3.308 0.402 1.625
C -2.050 1.068 1.385
C -1.908 1.541 -0.068
O -2.890 1.760 -0.744
N -0.633 1.990 -0.489
C -0.619 2.698 -1.779
C -0.046 1.939 -2.947
O 0.041 2.291 -4.072
O 0.308 0.662 -2.598
H -3.403 0.380 2.640
H -4.028 1.008 1.305
H -1.778 1.938 2.097
H -1.262 0.290 1.609
H -1.579 3.131 -2.051
H -0.019 3.560 -1.555
C -2.321 -2.971 1.285
C -2.965 -2.454 -0.019
S -1.707 -2.047 -1.219
O -0.959 -0.836 -0.561
C -2.621 -1.081 -2.463
C -3.238 -2.113 -3.417
H -3.092 -3.229 1.999
H -1.662 -2.181 1.784
H -1.603 -3.750 1.050
H -3.468 -1.497 0.179
H -3.471 -3.311 -0.404
H -1.804 -0.461 -2.934
H -3.307 -0.368 -1.961
H -2.548 -2.978 -3.608
H -3.386 -1.738 -4.434
H -4.175 -2.486 -3.086
*
```

* Kohn-Sham gap: 7.55 eV
* HOMO level: -11.394 eV

Atomic partial charges in e from the Löwdin method, atoms 1 to 2: Ti 1.171; Br 0.810



A 2-piece molecular cluster, CH5NOS2 overall. Source: the Open Molecules 2025 dataset; level of theory: wB97M-V/def2-TZVPD.

Geometry as ORCA input:
```
! RIJCOSX wB97M-V def2-TZVPD def2/J DEFGRID3
* xyz 0 1
C 1.406 0.578 0.402
N -0.334 -1.551 0.297
O -1.514 0.904 -0.721
S 0.565 -0.626 -0.628
S -2.332 0.158 0.548
H 1.474 1.477 -0.221
H 2.450 0.241 0.702
H 0.915 0.740 1.384
H -0.841 -2.336 -0.241
H -1.789 0.414 -1.522
*
```

* Kohn-Sham gap (alpha / beta): 7.20 / 8.20 eV
* HOMO level (alpha / beta): -7.980 / -8.553 eV

Atomic partial charges in e from the Löwdin method, atoms 1 to 2: C -0.364; N -0.476



Quick rundown of energy relative to the best compared isomer or geometry (same formula, charge and spin), same order as above: 0.000, 0.000, 2.425, 1.362, 1.093, 3.624 eV
Quick rundown of M, same order as above: 600.58, 236.75, 106.17, 74.10, 610.33, 111.19 g mol⁻¹